[1]
C54H129N3O30S9 | the ωB97M-V functional and the def2-TZVPD basis

Cartesian coordinates (Å):
H (-21.918, -4.707, -24.466)
H (-18.230, -0.894, -16.306)
O (-25.387, -6.650, -22.212)
H (-18.709, -2.331, -17.281)
H (-18.335, -4.903, -14.502)
H (-14.252, -8.681, -17.664)
H (-22.086, -12.178, -23.595)
H (-24.023, -14.240, -27.387)
H (-27.773, -7.631, -23.474)
C (-26.333, -10.729, -26.892)
H (-22.232, -12.754, -18.738)
H (-24.694, -12.505, -23.101)
O (-24.312, -9.511, -25.107)
O (-21.538, -6.509, -27.394)
O (-18.147, -11.048, -17.192)
H (-17.228, -6.485, -25.721)
H (-23.389, -7.678, -20.775)
H (-21.718, -11.139, -24.819)
O (-18.259, -8.112, -20.173)
H (-18.520, -13.877, -20.760)
H (-19.575, -10.399, -21.702)
H (-19.530, -9.385, -25.032)
C (-16.736, -3.013, -22.715)
C (-19.800, -9.394, -21.971)
O (-20.362, -1.622, -24.356)
H (-15.445, -7.940, -26.395)
C (-14.808, -9.167, -18.423)
H (-21.435, -3.589, -16.102)
H (-14.589, -8.072, -24.886)
H (-15.783, -9.497, -17.997)
H (-24.152, -7.060, -23.693)
H (-22.381, -8.125, -22.182)
S (-21.310, -13.610, -20.824)
C (-24.046, -6.907, -22.635)
H (-17.479, -16.050, -19.889)
C (-14.562, -10.475, -22.807)
H (-16.688, -6.530, -23.964)
H (-12.712, -4.509, -22.319)
O (-16.191, -12.504, -22.973)
C (-21.389, -3.925, -17.145)
O (-17.524, -8.091, -22.607)
C (-11.979, -6.052, -24.358)
H (-21.695, -6.952, -18.887)
H (-14.723, 0.796, -17.114)
C (-16.593, -6.043, -24.937)
H (-14.184, -7.893, -20.081)
H (-15.002, -6.053, -22.448)
H (-19.269, -6.997, -24.320)
C (-12.919, -4.122, -25.637)
H (-20.718, -7.745, -15.021)
O (-16.058, -5.720, -20.982)
C (-19.159, 0.611, -24.290)
H (-23.207, -12.004, -27.979)
O (-25.542, -4.881, -23.868)
H (-20.203, -6.759, -13.617)
H (-22.384, -12.815, -26.117)
C (-24.477, -9.740, -28.083)
H (-17.889, -12.533, -21.755)
C (-21.950, -4.793, -25.509)
H (-17.800, -11.199, -22.972)
S (-19.747, -10.950, -17.107)
H (-27.609, -6.657, -24.912)
O (-16.762, -0.765, -18.393)
O (-19.223, -1.004, -22.215)
H (-26.695, -11.463, -26.147)
N (-14.392, -5.530, -24.214)
C (-13.447, -4.830, -26.909)
H (-24.078, -8.928, -21.802)
H (-24.855, -12.351, -28.659)
C (-15.075, -8.141, -19.485)
C (-20.573, -6.712, -14.693)
O (-14.175, -12.902, -21.553)
C (-18.406, -13.010, -23.790)
N (-20.179, -6.126, -17.067)
C (-16.346, -12.627, -17.712)
H (-14.289, 1.813, -18.404)
H (-21.604, -5.305, -19.496)
H (-10.993, -5.593, -24.184)
H (-19.912, -9.269, -23.069)
H (-22.581, -6.489, -14.146)
H (-19.753, -4.034, -15.006)
C (-12.731, -3.992, -23.252)
H (-13.565, -3.228, -25.468)
H (-19.258, -15.284, -21.561)
C (-23.457, -8.021, -21.848)
C (-24.954, -11.982, -24.011)
C (-20.125, -4.762, -22.402)
H (-15.814, 2.064, -17.628)
H (-18.796, -5.379, -20.783)
H (-20.059, 1.181, -23.827)
H (-17.539, -6.646, -16.416)
H (-26.491, -9.776, -26.412)
H (-16.528, -13.343, -16.946)
H (-13.536, -3.242, -23.110)
H (-18.174, -8.685, -25.910)
H (-13.299, -4.248, -27.880)
C (-18.977, -4.774, -15.330)
H (-17.389, -4.737, -18.770)
C (-19.034, -5.589, -21.823)
C (-27.046, -7.145, -24.118)
H (-19.234, 0.690, -25.430)
H (-21.004, -4.986, -21.799)
H (-11.739, -3.561, -23.513)
C (-16.293, -4.558, -18.637)
H (-18.369, -12.712, -18.473)
H (-19.417, -6.439, -26.009)
N (-23.982, -10.647, -25.894)
H (-18.574, -8.055, -16.218)
H (-19.564, -9.280, -18.745)
C (-14.921, -5.132, -26.552)
H (-13.847, -9.965, -22.069)
O (-16.488, 0.966, -20.105)
H (-25.623, -12.676, -24.496)
H (-20.984, -4.253, -25.836)
C (-16.794, -1.654, -23.405)
H (-15.621, -11.852, -17.513)
O (-27.355, -5.315, -22.318)
H (-22.891, -4.288, -25.856)
C (-13.029, -4.934, -24.396)
C (-19.016, -14.779, -20.600)
H (-22.532, -10.496, -23.378)
H (-15.926, -2.988, -22.003)
H (-15.279, -5.687, -27.391)
H (-13.719, -7.511, -26.356)
S (-15.763, 0.195, -19.168)
C (-22.428, -6.111, -16.229)
H (-24.613, -8.772, -27.628)
H (-16.537, -3.865, -23.411)
H (-18.047, -5.602, -22.350)
C (-21.897, -5.969, -14.821)
O (-19.980, -10.083, -15.996)
C (-24.342, -13.336, -26.777)
H (-18.549, -4.295, -16.197)
H (-13.916, -10.981, -23.600)
S (-15.424, -5.636, -19.678)
H (-20.431, -3.538, -17.449)
C (-21.926, -5.890, -18.648)
C (-23.723, -11.720, -24.899)
C (-17.629, -11.960, -18.199)
C (-19.210, -8.621, -25.761)
C (-22.587, -13.271, -19.618)
H (-20.722, -9.065, -21.593)
H (-15.995, -4.749, -17.618)
H (-23.715, -8.772, -25.332)
O (-20.277, -14.426, -20.003)
H (-25.391, -13.494, -26.533)
H (-15.687, -8.603, -20.342)
O (-21.979, -14.348, -21.818)
H (-16.768, -0.890, -22.645)
O (-19.520, -6.968, -21.872)
C (-23.371, -13.012, -25.642)
S (-15.210, -11.913, -21.890)
H (-18.090, -15.013, -18.604)
H (-15.944, -1.487, -23.988)
H (-16.001, -3.553, -18.910)
O (-14.426, -6.420, -23.116)
H (-19.076, -16.322, -19.263)
C (-24.790, -10.840, -27.123)
H (-11.842, -6.556, -25.329)
S (-19.262, -1.041, -23.680)
H (-20.253, -4.905, -23.515)
H (-17.651, -3.238, -22.068)
H (-23.444, -5.685, -16.278)
H (-25.570, -11.090, -23.824)
H (-23.437, -5.985, -22.474)
H (-26.255, -7.849, -24.463)
H (-21.217, -9.881, -18.445)
H (-23.355, -12.753, -20.169)
H (-18.336, -14.136, -23.749)
H (-16.912, -4.988, -24.817)
H (-14.220, -9.956, -18.832)
O (-20.749, -12.350, -21.232)
H (-15.351, -9.887, -23.201)
O (-15.937, -11.264, -20.816)
H (-15.943, -13.108, -18.647)
H (-22.499, -7.236, -16.544)
C (-20.184, -10.157, -18.592)
H (-19.129, -6.404, -18.615)
H (-12.838, -5.743, -27.145)
H (-18.296, 1.201, -24.053)
H (-11.909, -3.678, -25.617)
H (-15.454, -4.167, -26.425)
C (-21.505, -5.461, -17.280)
H (-25.175, -9.851, -28.883)
O (-20.389, -12.213, -17.186)
H (-17.353, -11.375, -19.030)
C (-15.127, -6.043, -25.374)
H (-26.959, -10.909, -27.785)
C (-18.342, -15.591, -19.500)
C (-17.639, -12.260, -22.759)
O (-17.971, -1.638, -24.262)
S (-18.565, -8.163, -21.579)
H (-23.451, -9.744, -28.484)
H (-19.505, -12.788, -23.721)
H (-17.941, -7.282, -14.804)
H (-22.130, -3.364, -17.679)
H (-18.461, 0.499, -18.448)
O (-14.711, -0.637, -19.571)
H (-12.131, -6.795, -23.579)
C (-24.274, -12.205, -27.737)
O (-15.664, -7.032, -18.898)
H (-18.647, -1.041, -19.291)
H (-22.985, -14.226, -19.347)
S (-26.303, -5.849, -23.145)
O (-21.153, -7.234, -25.031)
H (-18.043, -12.743, -24.768)
H (-20.000, -10.820, -19.444)
H (-22.993, -5.882, -18.719)
C (-18.254, -0.559, -18.416)
C (-19.525, -6.174, -15.713)
C (-18.781, -1.249, -17.141)
C (-18.311, -7.130, -15.838)
O (-19.261, -5.584, -18.103)
C (-19.649, -7.260, -25.328)
H (-21.900, -4.947, -14.435)
H (-19.831, -1.108, -16.955)
O (-13.995, -5.323, -19.747)
H (-19.903, -3.733, -22.196)
C (-22.490, -11.313, -24.075)
C (-15.176, 1.318, -17.932)
H (-23.245, -13.816, -24.846)
O (-23.385, -6.853, -25.732)
H (-19.718, -8.908, -26.730)
S (-22.080, -6.395, -26.074)
C (-14.613, -7.522, -25.778)

Values from the calculation:
**2S+1**: 1
**SMILES string**: CC1(C)CCCC(C)(C)N1O.CC1(C)CCCC(C)(C)N1O.CC1(C)CCCC(C)(C)N1O.CCOS(C)(=O)=O.CCOS(C)(=O)=O.CCOS(C)(=O)=O.CCOS(C)(=O)=O.CCOS(C)(=O)=O.CCOS(C)(=O)=O.CCOS(C)(=O)=O.CCOS(C)(=O)=O.CCOS(C)(=O)=O
**Total charge**: 0
**Energy**: -221493.677 eV

[2]
C20H30NPPb | the ωB97M-V functional and the def2-TZVPD basis

Cartesian coordinates (Å):
C (-2.374, -1.674, 0.011)
H (-1.106, 1.156, -4.415)
C (0.512, 1.726, -2.347)
H (-4.101, 0.194, 1.555)
C (1.759, -1.836, -0.965)
C (-1.392, 3.535, -0.768)
H (2.014, -0.532, 3.498)
P (-1.866, -0.678, 1.475)
C (-3.111, 0.635, 1.374)
C (-2.054, -0.878, -1.236)
H (0.395, 2.450, -3.166)
H (5.576, -1.729, 1.689)
H (1.623, 4.821, -0.083)
C (-1.003, 0.037, -1.213)
H (0.009, 5.560, 0.091)
H (-3.104, 1.099, 0.382)
C (2.614, -2.374, 0.099)
C (-2.461, -0.307, -3.553)
C (-0.676, 0.800, -2.325)
H (-1.704, 3.012, 0.159)
H (-1.784, 2.984, -1.629)
H (-1.543, -2.430, 3.090)
H (0.897, -2.444, -1.275)
C (2.867, -3.785, 2.061)
H (-3.447, -1.885, 0.103)
H (1.118, -3.796, 0.781)
C (4.617, -2.206, 1.468)
H (1.424, 1.136, -2.567)
N (0.039, 3.715, -0.869)
H (2.263, -1.327, -1.804)
C (-2.761, -1.075, -2.426)
C (-1.400, 0.598, -3.520)
C (3.872, -1.781, 0.374)
H (-2.006, -0.886, 3.844)
C (2.113, -3.372, 0.971)
C (0.568, 4.620, 0.132)
C (4.131, -3.228, 2.294)
H (-2.896, 1.411, 2.118)
H (-1.856, 4.530, -0.747)
H (2.456, -4.536, 2.747)
H (4.722, -3.559, 3.156)
H (-3.041, -0.431, -4.467)
C (0.856, 2.551, -1.084)
Pb (0.611, -0.244, 0.413)
H (0.490, 4.218, 1.159)
H (4.233, -0.971, -0.265)
H (-3.542, -1.838, -2.454)
H (1.896, 2.918, -1.186)
H (-1.805, -2.619, 0.029)
H (1.951, 0.209, 3.369)
H (0.888, 1.959, -0.119)
C (-2.216, -1.566, 3.007)
H (-3.266, -1.889, 3.037)

Values from the calculation:
**2S+1**: 1
**Total charge**: 0
**Energy**: -37250.110 eV

[3]
CH4N2O2 | the ωB97M-V functional and the def2-TZVPD basis

Cartesian coordinates (Å):
N (2.939, -2.603, -0.561)
H (-0.688, -0.806, 0.786)
C (-0.181, -0.051, 0.177)
H (0.586, -0.544, -0.429)
H (-0.666, 1.267, -1.264)
N (-1.181, 0.555, -0.708)
H (0.309, 0.659, 0.873)
O (-2.168, 1.269, 0.013)
O (4.152, -2.567, -0.096)

Values from the calculation:
**ΔE to the lowest compared entry with this formula, charge and spin**: 0.0 kJ/mol
**2S+1**: 1
**Total charge**: -2

[4]
C59H51N8O4RbS2 | the ωB97M-V functional and the def2-TZVPD basis

Cartesian coordinates (Å):
C (2.205, 5.704, -3.880)
C (-1.508, -3.015, 1.696)
C (2.297, -6.419, 1.769)
H (-1.181, 4.040, 0.694)
H (-0.373, 1.438, 3.921)
C (0.970, -2.159, 4.119)
H (2.627, 3.369, -6.283)
H (0.774, 0.670, 5.994)
C (2.484, 6.845, -4.611)
S (4.350, -0.962, 2.734)
C (2.003, 2.181, 2.305)
H (3.050, -5.684, -0.116)
C (0.456, 3.625, 2.025)
H (4.122, 1.113, 4.017)
N (1.031, 2.486, 1.493)
C (-0.316, 3.169, -4.780)
N (3.804, -1.525, -3.939)
H (3.220, -1.855, 0.744)
C (-0.645, 4.352, 1.580)
C (0.306, -1.760, 2.961)
H (-2.365, -1.176, 2.473)
N (2.588, -1.399, -1.987)
N (3.369, 8.857, -7.332)
C (2.257, 4.449, -4.479)
C (1.156, -1.292, 5.195)
C (-5.173, -0.035, -0.379)
C (-4.868, -0.082, 1.984)
C (2.404, -5.500, 0.735)
C (2.957, 2.844, -2.772)
C (2.831, 0.979, 2.231)
H (-3.509, -5.076, -3.323)
H (1.684, -1.642, 6.076)
C (-4.396, -3.114, -0.700)
H (-2.330, 2.368, -5.165)
H (-6.842, 1.096, -1.105)
C (2.596, 4.349, -5.826)
C (-6.295, 0.765, -0.228)
Rb (0.290, 0.349, -0.663)
N (0.325, 1.409, -3.428)
S (3.335, -3.835, -2.762)
C (-3.591, -3.656, 4.464)
C (-0.897, 1.219, -3.864)
H (1.312, -6.862, 3.626)
C (-6.712, 1.153, 1.040)
H (2.710, 2.944, 4.151)
C (3.650, -0.121, -4.285)
H (2.064, -1.859, -1.249)
H (-4.839, -0.314, -1.371)
H (-1.644, -3.649, 0.811)
H (-0.591, -0.050, 2.001)
N (2.136, 3.079, 3.339)
H (5.931, 2.984, -1.344)
C (-0.129, -0.428, 2.907)
H (-3.455, -5.183, 1.357)
H (-5.201, -2.984, 0.014)
C (-1.358, 2.288, -4.705)
C (0.016, 0.426, 3.990)
H (2.598, 0.168, -4.369)
C (-3.787, -5.100, 2.392)
C (-3.234, -3.814, 2.994)
O (-2.216, -0.230, 0.107)
C (-0.346, 5.829, 3.486)
C (-3.091, -1.196, 0.451)
O (-3.731, -2.723, 2.253)
C (3.296, -0.986, 1.382)
C (3.776, 0.597, 3.137)
H (-4.325, -0.407, 2.862)
C (-5.987, 0.725, 2.144)
C (-2.328, -3.472, -2.509)
H (-3.187, -2.709, 4.821)
C (-3.447, -4.294, -2.575)
C (4.250, 3.447, -2.703)
H (-5.357, -4.749, -1.705)
H (-1.500, -3.620, -3.192)
H (-0.288, 4.109, -5.310)
H (-4.879, -5.082, 2.404)
C (0.737, 2.622, -3.962)
H (-4.674, -3.660, 4.592)
C (0.748, 5.115, 3.944)
C (1.130, 4.010, 3.194)
N (2.579, 0.078, 1.234)
H (1.272, 5.404, 4.847)
H (1.705, -3.631, -0.058)
H (4.180, 1.166, -0.355)
C (0.024, -2.658, 1.713)
C (-2.256, -2.474, -1.548)
H (1.947, 5.772, -2.831)
C (-4.438, -0.481, 0.720)
H (-3.158, -4.469, 5.051)
C (0.659, 0.000, 5.147)
H (-1.471, 0.346, -3.569)
N (2.844, 1.857, -1.808)
H (-1.388, -1.843, -1.435)
C (1.424, -6.149, 2.815)
C (3.234, -2.147, -2.887)
O (-1.836, -3.770, 2.882)
C (4.923, 2.804, -1.688)
C (2.829, 6.734, -5.958)
H (-1.893, 6.029, 2.008)
C (1.956, 3.217, -3.689)
C (0.795, -4.024, 1.816)
C (-3.284, -2.279, -0.634)
C (-2.621, -1.946, 1.742)
C (2.887, 5.481, -6.567)
H (1.367, -3.161, 4.195)
H (2.617, -0.381, -2.036)
H (2.871, -7.339, 1.756)
C (1.659, -4.328, 0.766)
H (-0.005, -4.803, 3.652)
H (4.621, 4.242, -3.333)
H (4.121, 0.517, -3.539)
O (0.365, -2.013, 0.583)
C (-1.033, 5.452, 2.323)
H (-0.686, 6.694, 4.043)
H (3.156, 5.402, -7.611)
H (-7.587, 1.781, 1.165)
C (4.008, 1.851, -1.174)
H (-3.435, -5.966, 2.955)
H (4.171, -2.169, -4.616)
H (2.438, 7.821, -4.147)
H (-6.294, 1.020, 3.142)
C (-4.481, -4.111, -1.666)
H (4.154, 0.045, -5.235)
C (0.681, -4.975, 2.836)
C (3.129, 7.913, -6.720)

Values from the calculation:
**ΔE to the lowest compared entry with this formula, charge and spin**: 20.0 kJ/mol
**2S+1**: 1
**Total charge**: -2